Formula: C4H7N2
Source: the OMol25 dataset
Level of theory: wB97M-V/def2-TZVPD

ORCA input file:
```
! wB97M-V def2-TZVPD RIJCOSX def2/J DEFGRID3
* xyz 1 1
C -0.668 1.177 -0.196
H -1.461 -0.405 -1.242
H -0.701 1.580 -1.314
C -0.686 -1.255 0.400
H -1.094 -2.257 0.323
H 2.568 -1.271 -0.906
C 1.759 -0.965 -0.229
H -1.416 1.711 0.414
H -0.254 -0.927 1.486
H 0.853 1.496 1.343
N -1.132 -0.251 -0.300
C 0.718 1.169 0.311
N 1.514 0.197 -0.089
*
```

## Properties
HOMO (spin up / spin down), eV: -13.428 / -13.429
Frontier orbital gap (spin up / spin down), eV: 8.49 / 8.49
ΔE to the lowest compared entry with this formula, charge and spin, kcal/mol: 117.2
E, eV: -7230.6539

---

Formula: C4H7N2
Source: the OMol25 dataset
Level of theory: wB97M-V/def2-TZVPD

ORCA input file:
```
! wB97M-V def2-TZVPD RIJCOSX def2/J DEFGRID3
* xyz 1 1
C 0.102 1.021 -0.084
N 2.299 -0.005 0.069
H -1.865 -1.799 0.058
H 0.180 1.511 -1.062
C 0.215 -1.518 -0.056
N 1.107 0.016 -0.023
H 2.820 0.879 0.130
C -1.265 0.347 0.075
H 0.286 1.790 0.671
H -1.963 0.641 -0.709
C -1.026 -1.125 0.023
H -1.737 0.612 1.024
H 0.847 -2.373 -0.117
*
```

## Properties
HOMO, eV: -15.514
Frontier orbital gap, eV: 10.21
ΔE to the lowest compared entry with this formula, charge and spin, kcal/mol: 89.2
SMILES string: [H]/N=[N+]1/C=CCC1
E, eV: -7231.8696

---

Formula: C4H7N2
Source: the OMol25 dataset
Level of theory: wB97M-V/def2-TZVPD

ORCA input file:
```
! wB97M-V def2-TZVPD RIJCOSX def2/J DEFGRID3
* xyz 1 1
C -0.766 -0.706 -0.459
C -0.035 0.561 -0.443
H -0.393 2.675 -1.292
H -0.765 0.091 1.618
H 2.594 1.365 0.160
H -1.791 1.131 0.486
C 0.541 -1.338 0.131
N 2.309 0.329 0.348
C -1.130 0.277 0.571
H 0.382 -1.600 1.108
N 1.189 -0.060 -0.028
H 0.966 -2.069 -0.496
H -1.375 -1.075 -1.283
*
```

## Properties
HOMO (spin up / spin down), eV: -15.376 / -15.188
Frontier orbital gap (spin up / spin down), eV: 8.73 / 9.24
ΔE to the lowest compared entry with this formula, charge and spin, kcal/mol: 228.0
E, eV: -7225.8532